Entry 1:
Here is a cluster of 10 separate species, C22H64O14 in total in a non-equilibrium geometry from the OMol25 dataset. Energies are from ωB97M-V/def2-TZVPD.

The SMILES is CC(C)O.CC(C)O.OCCO.OCCO.OCCO.OCCO.CCO.CCO.CCO.CCO. As for the HOMO energy: -9.65 eV. As for the molar mass: 552.74 g/mol. As for the HOMO-LUMO gap: 10.0 eV.

Last column: Mulliken charge in e.
Positions of all 100 atoms, in Å:
O -19.72 1.48 -5.78  -0.59
O -19.57 0.94 -8.46  -0.64
O -22.67 4.83 -8.29  -0.56
O -16.11 10.55 -4.35  -0.51
O -18.31 2.85 -3.52  -0.47
O -21.65 9.11 -11.03  -0.49
O -12.92 7.70 -10.28  -0.53
O -15.55 2.35 -10.11  -0.59
O -20.02 0.67 -11.46  -0.48
O -21.04 6.54 -11.17  -0.32
O -15.58 2.46 -4.85  -0.53
O -16.85 8.81 -12.49  -0.59
O -19.07 5.06 -9.67  0.41
O -17.07 4.31 -11.69  -0.59
C -17.19 3.67 -3.38  -0.66
C -19.98 2.22 -8.01  -0.02
C -23.24 5.92 -6.18  -1.46
C -17.12 5.43 -8.35  -1.20
C -22.13 -0.20 -12.26  -1.44
C -22.39 6.89 -10.92  -0.12
C -22.70 8.27 -11.48  -0.63
C -17.40 10.39 -4.88  -0.42
C -21.94 2.08 -11.10  -0.83
C -18.60 5.70 -8.52  2.33
C -22.25 5.02 -6.95  0.57
C -16.36 9.38 -11.34  0.65
C -18.85 7.21 -8.61  -1.49
C -16.27 3.62 -4.60  0.46
C -17.98 8.99 -4.76  -0.87
C -17.24 10.45 -10.76  -1.06
C -19.36 2.55 -6.62  -0.70
C -16.87 2.10 -10.52  0.37
C -17.19 2.88 -11.77  -0.39
C -13.15 6.91 -9.09  -0.36
C -21.30 1.07 -12.01  0.54
C -14.16 7.66 -8.23  -0.29
H -23.13 -0.05 -12.64  0.38
H -21.29 5.56 -6.91  -0.09
H -12.21 6.64 -8.59  0.29
H -19.64 5.64 -10.21  -0.19
H -18.56 7.76 -7.71  0.14
H -16.73 5.94 -7.47  0.28
H -21.85 4.76 -8.80  0.18
H -17.03 1.04 -10.75  0.37
H -16.32 8.02 -12.71  0.33
H -16.66 11.08 -10.07  0.32
H -19.17 5.27 -7.70  -1.26
H -17.32 10.66 -5.92  0.31
H -16.16 10.34 -3.40  0.31
H -13.57 5.96 -9.42  0.23
H -18.29 2.56 -6.75  0.24
H -18.40 8.79 -3.75  0.42
H -23.12 6.15 -11.22  0.42
H -14.38 7.12 -7.34  0.19
H -21.95 1.53 -10.15  0.17
H -17.54 2.28 -9.68  -0.28
H -15.37 1.92 -9.25  0.33
H -18.31 7.59 -9.48  0.44
H -17.26 8.26 -5.10  0.22
H -22.86 8.35 -12.57  0.28
H -16.96 4.34 -8.18  0.03
H -17.62 11.09 -11.53  0.33
H -15.37 9.78 -11.54  0.37
H -23.64 8.60 -11.04  0.37
H -19.79 3.51 -6.35  0.29
H -18.08 10.00 -10.23  0.22
H -18.26 2.14 -2.89  0.28
H -22.87 2.53 -11.39  0.51
H -19.79 0.79 -9.39  0.27
H -21.57 -0.87 -12.92  0.38
H -21.03 2.34 -7.88  0.69
H -21.26 2.90 -11.01  -0.05
H -19.64 3.05 -8.63  -0.04
H -22.45 7.02 -9.82  0.10
H -12.44 8.48 -9.98  0.30
H -24.21 5.45 -6.36  0.34
H -20.82 8.70 -11.31  0.29
H -19.61 0.15 -12.15  0.26
H -18.88 8.94 -5.37  0.26
H -16.96 3.70 -5.44  -0.44
H -18.21 2.61 -12.03  0.11
H -22.21 4.03 -6.48  0.28
H -17.53 4.69 -3.27  0.28
H -14.99 7.83 -8.90  -0.32
H -21.11 1.56 -12.97  0.28
H -16.56 5.74 -9.24  0.26
H -13.74 8.61 -7.88  0.50
H -19.88 7.41 -8.88  0.35
H -16.26 8.60 -10.58  -0.55
H -16.65 3.53 -2.44  0.42
H -23.07 5.85 -5.10  0.36
H -22.15 -0.77 -11.32  0.33
H -17.63 4.65 -10.98  0.20
H -18.17 11.08 -4.51  0.30
H -23.27 6.94 -6.56  0.35
H -16.59 2.50 -12.60  0.39
H -20.92 6.41 -12.12  0.16
H -14.92 2.38 -4.13  0.33
H -19.42 1.72 -4.89  0.37
H -15.62 4.51 -4.56  0.34



Entry 2:
Here is a cluster of 10 separate species, C22H65O9Si in total from the OMol25 dataset. Energies are from ωB97M-V/def2-TZVPD.

As for the HOMO energy: -1.76 eV. As for the total charge: -1. As for the molar mass: 501.84 g/mol. As for the HOMO-LUMO gap: 4.0 eV.

Last column: Mulliken charge in e.
Positions of all 97 atoms, in Å:
Si 1.68 -1.99 1.69  0.79
O -0.04 -0.97 -6.32  -0.58
O 3.47 2.07 3.92  -0.49
O -6.32 -3.56 3.05  -0.51
O -2.06 -2.50 -1.55  -0.44
O 1.89 -2.31 -4.12  -0.52
O 5.42 0.31 1.96  -0.43
O -4.14 -0.12 -7.90  -0.51
O -0.09 5.64 6.29  -0.52
O -0.45 3.27 0.44  -0.51
C 0.95 6.67 4.34  -0.85
C 6.29 2.48 1.27  -1.05
C 0.12 1.17 -5.13  -1.02
C 1.42 2.75 -1.05  -0.81
C -4.92 -1.06 -7.16  -0.33
C -4.61 -1.02 -5.67  -0.74
C 1.21 -3.39 0.45  -0.79
C 5.69 1.14 0.86  0.00
C -3.11 -2.03 -0.71  -0.31
C 1.68 -0.39 0.65  -0.41
C -0.39 -0.26 -5.13  0.45
C 1.11 2.60 3.56  -0.91
C -0.33 6.36 5.09  -0.29
C -0.06 2.60 -0.76  -0.10
C -5.01 -1.88 4.24  -0.90
C 3.17 -2.23 2.61  -1.08
C -3.42 -3.00 0.41  -0.87
C 0.11 -1.94 2.79  -0.65
C -6.37 -2.48 3.98  -0.28
C 2.18 -3.42 -3.26  0.09
C 2.56 -4.67 -4.02  -1.21
C 2.14 1.55 3.93  0.11
H -4.34 -2.63 4.68  0.31
H -0.88 7.28 5.30  0.33
H -7.04 -1.75 3.53  0.26
H -3.56 -1.30 -5.51  0.11
H 1.21 1.19 -5.17  0.35
H 4.05 -1.76 2.16  0.02
H 1.60 7.31 4.94  0.35
H 2.03 -3.51 -0.27  0.11
H -4.21 -2.61 1.05  0.18
H 0.73 7.20 3.41  0.29
H -0.19 1.68 -4.21  0.10
H 1.10 3.42 4.29  0.30
H 1.75 -5.01 -4.67  0.35
H 0.35 -2.49 3.70  0.37
H 4.73 0.70 2.52  0.18
H -5.23 -1.73 -5.12  0.34
H -5.07 -1.05 4.94  0.36
H 1.68 3.80 -1.21  0.46
H 1.48 5.75 4.10  0.16
H 6.39 0.58 0.24  0.35
H -6.83 -2.81 4.92  0.27
H 2.13 0.75 3.19  -0.22
H 1.69 2.19 -1.95  0.28
H 1.10 -4.32 1.02  0.32
H 3.37 -3.28 2.85  0.21
H -0.77 -2.42 2.32  -0.17
H -0.66 2.96 -1.61  0.33
H 2.99 -3.09 -2.62  0.31
H 0.11 2.16 3.52  0.33
H -0.02 -0.79 -4.25  0.04
H -4.01 -1.84 -1.30  0.28
H -1.48 -0.28 -5.09  0.06
H 1.33 3.01 2.58  0.19
H -0.27 1.72 -5.98  0.31
H -2.75 -1.08 -0.31  0.21
H 6.52 3.09 0.39  0.36
H 1.32 -3.61 -2.60  0.07
H -0.24 4.20 0.35  0.28
H 7.21 2.33 1.84  0.26
H 2.71 -0.09 0.43  0.00
H 2.00 2.36 -0.22  0.03
H -4.77 -0.03 -5.27  0.29
H 1.92 1.09 4.89  0.26
H -0.19 -0.92 3.06  0.22
H 0.28 -3.21 -0.10  0.03
H -4.56 -1.52 3.32  0.19
H 3.44 -4.49 -4.64  0.28
H 1.16 0.43 1.14  0.02
H -4.77 -2.07 -7.55  0.26
H 3.52 2.75 4.59  0.26
H -5.96 -0.78 -7.34  0.29
H 1.17 -0.57 -0.31  0.26
H -2.32 -3.35 -1.91  0.26
H -2.53 -3.16 1.02  0.17
H 0.48 6.17 6.86  0.29
H -5.73 -4.23 3.40  0.30
H -3.75 -3.96 0.01  0.41
H -0.31 1.55 -0.60  0.06
H 0.92 -0.98 -6.37  0.33
H 2.79 -5.48 -3.32  0.36
H -0.97 5.71 4.50  0.25
H 5.59 3.04 1.89  0.26
H 1.14 -2.57 -4.67  0.27
H -3.21 -0.33 -7.77  0.31
H 4.79 1.31 0.26  0.01



Entry 3:
Here is a cluster of 11 separate species, C22H66O11 in total in a non-equilibrium geometry from the OMol25 dataset. Energies are from ωB97M-V/def2-TZVPD.

The SMILES is CCO.CCO.CCO.CCO.CCO.CCO.CCO.CCO.CCO.CCO.CCO. As for the HOMO energy: -9.62 eV. As for the molar mass: 506.76 g/mol. As for the HOMO-LUMO gap: 10.0 eV.

Last column: Mulliken charge in e.
Positions of all 99 atoms, in Å:
O 0.17 1.42 5.04  -0.59
O -1.45 -0.62 -1.31  -0.48
O -4.01 -1.83 -1.51  -0.37
O -3.30 4.35 -0.18  -0.60
O 4.07 2.19 -1.26  -0.49
O 3.55 -0.33 -0.11  -0.34
O 2.76 -2.02 1.94  -0.39
O -3.39 -6.65 -0.06  -0.53
O 4.10 4.36 0.65  -0.52
O -6.42 -2.41 3.12  -0.55
O -0.39 0.79 -3.51  -0.47
C 2.17 3.16 1.39  -0.35
C 0.94 0.51 4.23  0.93
C 0.27 -0.84 4.25  -1.10
C 5.10 -1.59 -1.50  -1.35
C -2.80 -4.45 0.57  -0.56
C 1.19 0.92 -5.29  -1.39
C -1.14 -0.26 0.03  0.00
C 0.72 0.14 -4.07  0.73
C -5.53 -1.87 2.15  -0.18
C 5.01 -2.66 2.61  -1.14
C -2.56 3.40 -0.95  0.06
C -4.94 0.33 -1.10  -0.73
C 3.04 4.37 1.62  -0.57
C -1.12 3.87 -1.16  -0.63
C 3.67 -1.09 -1.31  0.44
C -5.12 -1.00 -1.79  -0.36
C 3.68 -2.04 3.00  -0.14
C 2.28 3.09 -2.66  -0.51
C 0.31 0.15 0.06  1.14
C -4.15 -1.81 2.76  -0.63
C -3.09 -5.36 -0.60  -0.34
C 3.67 2.49 -2.60  -0.38
H 3.81 -1.05 3.45  0.22
H -6.08 -1.44 -1.51  0.33
H -4.06 0.85 -1.48  -0.02
H -0.81 -0.73 4.27  0.33
H 4.91 -3.68 2.27  0.28
H 0.59 0.56 1.04  -0.75
H -1.12 4.70 -1.88  0.48
H 0.60 -1.44 3.39  0.25
H -0.52 3.12 -1.67  -0.15
H 3.04 -1.35 1.28  0.30
H 4.55 5.21 0.69  0.27
H 0.44 2.31 4.80  0.30
H -2.55 2.49 -0.35  -0.05
H -5.51 -2.54 1.27  0.15
H -2.23 -5.46 -1.27  0.32
H -5.79 0.99 -1.27  0.44
H -3.44 -1.44 2.02  -0.08
H -2.32 -1.05 -1.38  0.10
H -3.68 -4.43 1.21  0.12
H -1.35 -1.09 0.71  0.16
H 0.52 0.92 -0.69  -0.61
H -3.56 -7.26 -0.78  0.29
H 2.20 0.66 -5.61  0.36
H 2.77 2.25 1.39  0.08
H 1.96 0.49 4.62  0.18
H 2.41 5.26 1.53  0.33
H 0.97 0.90 3.20  -0.62
H 1.22 1.98 -5.03  0.25
H -3.84 -2.81 3.07  0.33
H 3.49 4.33 2.62  0.34
H 5.14 -2.23 -2.39  0.40
H 4.10 3.01 -0.74  0.20
H -5.20 -0.80 -2.86  0.40
H -4.07 -2.65 -2.02  0.18
H 1.55 0.14 -3.35  -0.41
H -3.97 -5.02 -1.17  0.24
H -7.31 -2.40 2.75  0.30
H 0.49 0.79 -6.12  0.39
H 1.51 2.41 -2.30  -0.42
H 3.36 -0.49 -2.16  -0.22
H 0.51 -0.89 -4.36  0.45
H -1.97 -4.86 1.15  0.43
H -3.07 3.28 -1.90  0.22
H -0.64 4.29 -0.27  0.32
H -1.81 0.55 0.36  0.10
H -0.77 0.22 -2.82  0.35
H 1.72 3.21 0.39  -0.05
H -2.51 -3.43 0.30  0.03
H 1.38 3.03 2.12  0.46
H -3.38 5.17 -0.69  0.32
H -4.15 -1.15 3.62  0.44
H 3.38 0.60 -0.35  0.02
H 3.00 -1.96 -1.22  0.32
H 0.55 -1.41 5.14  0.32
H 5.65 -2.68 3.50  0.40
H 3.27 -2.58 3.86  0.40
H 5.52 -2.07 1.85  0.19
H -4.82 0.17 -0.02  0.12
H 2.28 4.03 -2.09  0.42
H 5.74 -0.72 -1.68  0.28
H 1.99 3.42 -3.66  0.50
H 0.89 -0.75 -0.13  0.18
H 4.36 3.24 -3.00  0.33
H 5.52 -2.12 -0.65  0.25
H -5.87 -0.91 1.74  0.29
H 3.79 1.59 -3.20  0.28